1.
Formula: C25H25N4O6PSnTe
Source: OMol25
Level of theory: ωB97M-V/def2-TZVPD

Summary:
Total charge   +2
LUMO energy   -0.2449 Ha
Total energy   -66981.186 eV
Orbital gap   0.2027 Ha

The geometry in XYZ format:
```
63
Properties=species:S:1:pos:R:3:forces:R:3:nbo_charge:R:1
Sn -2.4316 -1.1135 -2.8326 0.03 0.56 0.17 1.870
C 6.6468 -1.1957 7.5272 0.00 0.00 0.00 -0.261
O 6.9313 -0.9969 6.1441 0.03 0.00 0.03 -0.464
C 5.9191 -1.0177 5.2728 -0.03 0.00 -0.05 0.362
C 6.2706 -0.8163 3.9307 -0.01 0.00 0.02 -0.250
C 5.3024 -0.8210 2.9584 -0.01 0.00 0.00 -0.146
C 3.9560 -1.0255 3.2881 0.02 0.00 0.04 -0.208
C 3.6164 -1.2240 4.6250 0.00 0.00 -0.02 -0.057
C 4.5805 -1.2220 5.6149 0.02 0.00 0.00 -0.326
C 2.9082 -1.0401 2.2852 -0.03 0.01 -0.03 0.446
N 1.6161 -1.2033 2.5213 0.02 -0.01 0.01 -0.463
C 1.0191 -1.1542 1.3070 0.02 0.01 -0.01 0.106
C 1.9434 -0.9537 0.2940 -0.04 -0.02 -0.01 0.145
N 3.1490 -0.8832 0.9407 0.02 0.01 0.02 -0.524
C 1.5781 -0.8610 -1.0721 -0.03 0.00 0.01 -0.086
C 2.4481 -0.6525 -2.1597 0.02 0.00 -0.03 -0.079
C 1.9515 -0.5783 -3.4365 0.00 0.00 0.00 -0.232
C 0.5788 -0.7104 -3.6452 0.00 0.01 -0.05 0.082
N -0.2555 -0.9050 -2.6346 0.01 -0.28 -0.05 -0.567
C 0.2055 -0.9905 -1.3646 0.06 0.01 0.01 0.228
C -0.7627 -1.2095 -0.3264 0.05 -0.01 0.09 0.121
N -2.0614 -1.3337 -0.6923 -0.05 -0.04 -0.07 -0.549
C -2.9925 -1.5149 0.2347 -0.07 0.02 0.03 0.103
C -2.6763 -1.5994 1.5913 0.02 0.00 -0.01 -0.234
C -1.3661 -1.4902 1.9852 -0.02 0.00 -0.01 -0.072
C -0.3715 -1.2860 1.0134 -0.01 -0.01 -0.01 0.020
H 7.6030 -1.1376 8.0359 0.00 0.00 0.00 0.219
H 6.2029 -2.1782 7.6946 0.00 0.00 0.00 0.187
H 5.9850 -0.4140 7.9035 0.00 0.00 0.00 0.186
H 7.3124 -0.6592 3.6893 0.00 0.00 0.00 0.243
H 5.6163 -0.6593 1.9335 0.00 0.00 0.00 0.194
H 2.5794 -1.3835 4.8865 0.00 0.00 -0.01 0.227
H 4.2872 -1.3798 6.6417 0.01 0.00 0.00 0.236
H 4.0582 -0.7541 0.5316 0.00 0.00 0.00 0.431
H 3.5128 -0.5520 -1.9925 0.00 0.00 0.00 0.240
H 2.6023 -0.4234 -4.2845 0.00 0.00 0.00 0.261
H 0.1471 -0.6499 -4.6360 0.00 0.00 0.01 0.235
H -4.0154 -1.5842 -0.1070 0.01 0.00 0.00 0.240
H -3.4715 -1.7503 2.3066 0.00 0.00 0.00 0.260
H -1.0757 -1.5547 3.0259 0.01 0.00 0.00 0.265
C -1.5466 3.9127 -2.0397 0.05 0.02 0.00 -0.646
C -1.5730 3.4442 -3.4709 0.00 -0.04 -0.08 -0.053
O -2.9187 2.9878 -3.8395 -0.09 0.04 0.15 -0.824
P -3.4465 1.5435 -3.6227 0.10 0.01 -0.28 2.158
O -2.8525 0.9028 -2.3541 -0.08 -0.02 0.06 -1.165
Te -2.7984 -0.0709 -5.3369 -0.08 -0.04 0.08 -0.013
O -4.9854 1.6349 -3.6589 0.00 -0.01 0.07 -0.836
C -5.7694 2.4217 -2.6722 -0.03 0.03 -0.01 -0.053
C -6.8093 3.2075 -3.4196 0.01 0.00 -0.02 -0.636
H -0.5443 4.2736 -1.8052 -0.01 0.01 0.00 0.240
H -1.7916 3.1055 -1.3505 -0.01 0.00 0.00 0.219
H -2.2410 4.7383 -1.8918 -0.02 -0.01 0.00 0.235
H -0.8731 2.6283 -3.6650 0.00 0.01 0.03 0.179
H -1.3734 4.2500 -4.1713 0.03 -0.01 0.00 0.224
H -5.0847 3.0649 -2.1189 0.01 0.00 -0.01 0.189
H -6.1987 1.6825 -2.0002 0.00 0.01 0.00 0.207
H -6.3446 3.9057 -4.1141 0.00 0.00 0.00 0.228
H -7.4051 3.7777 -2.7066 0.00 -0.01 0.01 0.243
H -7.4743 2.5444 -3.9699 0.00 0.00 -0.01 0.233
O -3.1046 -3.1319 -3.0062 -0.15 0.09 0.07 -0.692
C -4.2977 -2.7966 -2.6957 0.21 -0.12 -0.04 0.658
O -4.5256 -1.6007 -2.3725 0.05 -0.22 -0.13 -0.686
H -5.0887 -3.5474 -2.7164 -0.01 0.01 0.01 0.200
```
Positions in Å, forces in eV/Å.



2.
Formula: C25H26Br3N2O2Si2Ti
Source: OMol25
Level of theory: ωB97M-V/def2-TZVPD

Summary:
LUMO energy (alpha / beta)   -0.0340 / -0.0219 Ha
Total energy   -282420.923 eV
Orbital gap (alpha / beta)   0.1744 / 0.2635 Ha
Spin multiplicity   2

The geometry in XYZ format:
```
61
Properties=species:S:1:pos:R:3:forces:R:3:mulliken_spin:R:1
Ti 12.9939 -8.0836 9.0466 -0.25 -0.41 0.32 0.415
C 8.9899 -9.6590 10.8514 -0.41 1.06 -0.68 -0.001
Si 10.2879 -8.2944 10.9421 0.31 -1.50 1.29 0.015
C 9.6684 -6.7029 11.6361 -0.78 1.27 -0.26 0.000
C 11.5315 -8.9821 12.1989 0.61 0.09 1.95 0.023
C 10.7955 -9.4172 13.3732 1.55 0.87 -1.12 0.005
C 11.4129 -9.6777 14.5877 0.11 0.11 -1.00 0.000
C 12.7920 -9.5069 14.7237 0.19 -1.05 1.71 0.000
C 13.5451 -9.1173 13.6499 -1.62 0.88 -0.71 0.001
C 12.9368 -8.8202 12.4114 -0.10 -0.97 -0.97 -0.018
Si 14.3074 -8.6696 11.0530 -0.65 1.43 1.57 -0.067
C 15.3189 -10.2189 11.0829 0.85 -0.08 -0.79 0.004
C 15.4025 -7.2538 11.8044 -0.94 -1.07 -0.69 0.000
H 9.3661 -10.5610 10.3411 -0.16 0.33 0.31 0.000
H 8.1826 -9.1887 10.2429 0.16 -0.71 0.35 0.001
H 8.5986 -9.8807 11.8517 -0.01 -0.11 -0.49 0.000
H 8.5998 -6.8775 11.9227 0.64 0.39 -0.40 0.000
H 9.7689 -5.8318 10.9258 -0.38 -1.01 0.62 0.000
H 10.1735 -6.3737 12.5515 0.16 -0.40 -0.20 0.000
H 9.7335 -9.4614 13.3162 -0.60 -0.22 0.18 0.000
H 10.7653 -10.0163 15.3647 0.00 -0.16 0.74 0.000
H 13.3024 -9.7822 15.6880 -0.67 0.51 -0.96 0.000
H 14.5590 -8.8242 13.7515 0.97 -0.31 0.26 0.000
H 15.9202 -10.2900 12.0106 -0.35 -0.30 -0.58 -0.001
H 15.9627 -10.2099 10.1759 0.16 0.22 0.68 0.001
H 14.6953 -11.0709 10.8623 -0.26 -0.54 0.69 0.000
H 14.7349 -6.4752 12.1277 -0.20 0.27 0.41 0.001
H 15.9470 -6.8484 10.9941 0.88 0.61 -0.92 0.001
H 16.1022 -7.5548 12.5652 0.16 -0.21 0.42 0.000
C 14.1755 -11.5726 7.8800 -1.42 1.54 -0.06 -0.009
C 13.0500 -10.6741 7.2107 1.46 -3.55 -0.30 0.255
C 12.6894 -11.1481 5.9418 -0.84 2.18 0.65 -0.114
C 11.6831 -10.4622 5.2931 -0.32 0.23 -1.00 0.285
C 10.8000 -9.5786 5.9881 -0.13 -1.05 0.84 -0.093
C 9.5951 -9.0044 5.4989 1.81 -0.60 0.52 0.094
Br 8.7874 -9.7452 4.0360 -0.39 -0.21 -1.58 0.010
C 8.9288 -8.0425 6.1902 -1.07 1.68 0.31 -0.037
C 9.1764 -7.8388 7.5408 0.78 -1.04 0.90 0.130
Br 7.9674 -6.8195 8.6015 0.58 -0.01 -0.45 0.005
C 10.2089 -8.6125 8.1455 1.62 1.43 0.28 -0.036
O 10.8878 -8.2137 9.3519 -0.98 -0.10 -0.69 0.007
C 11.0914 -9.3881 7.3729 -0.04 0.42 -1.30 0.040
N 12.3310 -9.7861 7.8833 -0.35 1.67 1.18 0.031
H 15.1262 -11.5397 7.3624 0.12 0.24 -0.21 0.007
H 13.8010 -12.5987 7.8147 0.10 0.13 0.30 0.017
H 14.3176 -11.2507 8.9105 0.02 -0.27 -0.08 -0.012
H 13.2442 -11.9008 5.4367 0.51 -0.38 -0.22 -0.003
H 11.6505 -10.5230 4.2084 -0.55 -0.26 0.15 0.013
H 8.2678 -7.3342 5.6513 -0.13 -1.02 0.57 -0.001
O 15.7978 -6.0626 4.7305 2.42 -0.65 -0.51 -0.001
C 15.6536 -6.6323 5.9690 -1.67 1.05 -1.55 -0.009
C 16.7148 -7.1426 6.6900 -0.09 -0.52 0.35 0.015
C 16.3202 -7.8539 7.8129 0.28 0.72 0.68 -0.012
N 15.0609 -7.9666 8.2710 0.61 -0.12 -0.58 0.011
C 14.1056 -7.3751 7.5925 -0.77 0.73 -1.18 -0.040
Br 12.7867 -5.7879 10.0639 -0.09 -0.40 -0.23 0.002
C 14.3234 -6.6595 6.4445 0.54 -0.23 -1.29 0.061
H 16.7250 -6.2743 4.3496 -2.24 0.59 1.06 0.000
H 17.7711 -6.9996 6.3640 -1.01 -0.34 0.47 0.001
H 17.0615 -8.1948 8.4740 0.99 -0.86 0.67 0.000
H 13.4818 -6.3095 5.8094 0.88 -0.01 0.59 0.001
```
Positions in Å, forces in eV/Å.



3.
Formula: C25H26Cl52N2O4P
Source: OMol25
Level of theory: ωB97M-V/def2-TZVPD

Summary:
LUMO energy (alpha / beta)   -0.0022 / -0.0027 Ha
Total energy   -697967.332 eV
Orbital gap (alpha / beta)   0.3200 / 0.3433 Ha
Spin multiplicity   2

The geometry in XYZ format:
```
110
Properties=species:S:1:pos:R:3:forces:R:3:mulliken_spin:R:1
C 2.9800 1.6867 0.2943 -0.32 0.04 0.10 0.050
C 1.7530 1.5324 1.2167 0.56 3.06 1.34 0.031
C 2.0127 2.4856 2.4416 -0.23 -0.38 -0.15 0.011
C 0.5383 2.1148 0.4796 -0.76 -1.53 -0.73 0.010
C -0.7616 1.2520 0.5881 1.78 0.58 -0.01 -0.037
C -1.3097 1.2094 2.0146 -1.08 0.64 -0.55 0.037
C -2.0899 2.4548 2.4604 0.32 -0.26 0.71 0.010
C -2.5510 2.1927 3.8887 0.69 -0.16 -0.08 0.000
O -2.6323 3.3963 4.6251 -0.52 0.34 -0.61 0.000
P -1.9152 1.9936 -0.6284 -1.22 -1.31 0.65 -0.003
N -3.4080 1.5669 -0.4666 0.29 -0.08 0.05 0.000
O -1.4186 1.4855 -2.0880 1.20 1.02 0.66 0.000
O -1.7332 3.5880 -0.6105 1.04 -1.04 -0.37 0.001
C -0.3308 -0.1723 0.1415 -0.47 1.25 0.11 0.018
C 0.8706 -0.7494 0.9190 -2.00 -2.32 0.09 0.039
C 1.7509 -1.5133 -0.0682 0.01 0.19 -0.18 0.036
C 0.2960 -1.8420 1.8753 0.77 0.99 0.04 0.017
N 1.5652 0.2007 1.7788 0.52 0.09 -2.37 0.302
O 2.6353 -0.2747 2.2537 0.66 -0.36 1.22 0.553
H 3.9086 1.8765 0.8307 -0.14 -0.60 0.04 -0.003
H 2.8048 2.5870 -0.2871 0.01 0.24 -0.13 0.003
H 3.0569 0.8770 -0.4176 0.26 -0.28 -0.10 -0.006
H 1.1757 3.1467 2.5958 -0.31 0.12 0.15 -0.009
H 2.8790 3.1165 2.2974 0.26 0.10 -0.12 0.001
H 2.1544 1.9282 3.3569 0.18 -0.24 0.19 0.010
H 0.7795 2.0922 -0.5785 0.07 0.11 -0.40 -0.009
H 0.3534 3.1509 0.7093 0.09 0.29 0.33 0.002
H -1.9640 0.3409 2.0812 -0.22 -0.19 0.11 -0.001
H -0.5349 1.0503 2.7518 0.50 -0.13 -0.07 -0.047
H -2.9200 2.7028 1.8149 -0.24 -0.02 -0.20 0.000
H -1.4445 3.3296 2.5061 0.01 -0.20 -0.13 0.000
H -1.7857 1.5731 4.3575 0.13 -0.21 0.09 -0.001
H -3.4619 1.6001 3.9195 -0.45 0.12 -0.03 0.000
H -2.3997 3.1823 5.5176 0.07 0.07 0.77 0.000
H -3.4880 0.9622 0.3409 -0.44 -0.11 0.07 0.000
H -2.1066 0.8837 -2.3674 -0.41 -0.36 -0.36 0.000
H -1.6878 3.8727 -1.5291 0.04 0.65 -0.32 0.000
H -0.1117 -0.1575 -0.9176 0.21 0.09 -0.27 -0.005
H -1.2066 -0.7983 0.2579 -0.07 -0.41 0.03 0.002
H 2.0360 -0.9240 -0.9295 0.29 0.25 -0.15 -0.003
H 1.1792 -2.3460 -0.4645 -0.33 -0.14 -0.03 -0.001
H 2.6077 -1.9531 0.4157 0.43 0.10 0.20 -0.008
H -0.0109 -1.3185 2.7704 -0.35 -0.19 0.40 -0.003
H -0.5348 -2.3596 1.4283 -0.21 -0.29 -0.16 -0.003
H 1.0926 -2.5234 2.1302 0.11 -0.35 0.24 0.002
C -4.9264 6.1613 -0.0578 -0.02 -0.14 0.03 0.000
Cl -4.3843 4.4914 -0.1812 -0.43 0.19 0.17 0.000
Cl -4.2799 7.0890 -1.4212 0.01 0.02 -0.04 0.000
Cl -6.6949 6.2242 -0.0923 0.01 0.04 -0.01 0.000
Cl -4.3416 6.8601 1.4566 0.02 0.01 -0.02 0.000
C 7.0101 1.3616 -0.5019 -0.03 -0.02 -0.01 0.000
Cl 8.7079 1.2001 -0.0423 -0.06 0.17 0.01 0.000
Cl 6.8850 1.5200 -2.2586 -0.01 0.00 0.00 0.000
Cl 6.1212 -0.0700 0.0254 0.03 0.10 -0.02 0.001
Cl 6.3295 2.7985 0.2679 0.08 0.04 -0.23 0.000
C -3.9049 -3.7062 -0.9704 -0.01 -0.06 -0.07 0.000
Cl -2.9653 -4.9510 -1.7997 -0.03 0.12 0.12 0.000
Cl -3.4083 -2.1064 -1.5333 -0.05 0.05 0.09 0.000
Cl -5.6210 -3.9383 -1.3120 0.03 0.02 -0.03 0.000
Cl -3.6307 -3.8317 0.7757 -0.05 0.08 -0.09 0.000
C 0.8035 -6.2353 -3.8198 0.06 -0.04 -0.01 0.000
Cl -0.8668 -6.8157 -3.8113 0.00 0.01 -0.03 0.000
Cl 0.8488 -4.5543 -3.2713 0.06 -0.05 0.10 0.000
Cl 1.7804 -7.2342 -2.7401 0.18 0.07 -0.28 0.000
Cl 1.4488 -6.3317 -5.4607 -0.03 0.01 0.02 0.000
C -0.4835 -5.8974 4.0832 0.05 0.00 0.07 0.000
Cl -1.6581 -4.9961 3.1156 0.08 -0.05 0.02 0.000
Cl -1.3111 -6.6946 5.4254 -0.01 0.01 -0.02 0.000
Cl 0.2962 -7.1098 3.0669 0.02 0.05 0.16 0.000
Cl 0.7337 -4.7854 4.7188 -0.02 0.01 -0.02 0.000
C -2.9142 3.7857 -4.5176 -0.11 -0.09 -0.06 0.000
Cl -4.1385 4.6661 -5.4342 0.06 0.01 0.03 0.000
Cl -3.6555 2.9751 -3.1415 -0.55 0.27 -0.34 0.000
Cl -2.1520 2.5736 -5.5517 0.09 0.08 -0.08 0.000
Cl -1.6780 4.9168 -3.9367 -0.10 0.09 0.05 0.000
C -2.9032 -2.3233 -5.6176 -0.07 -0.17 0.03 0.000
Cl -4.5631 -2.9310 -5.5577 0.30 0.16 -0.02 0.000
Cl -2.8787 -0.6346 -5.0904 0.00 -0.01 0.03 0.000
Cl -1.8972 -3.3040 -4.5499 0.06 0.18 -0.22 0.000
Cl -2.2864 -2.4208 -7.2716 -0.03 0.00 0.04 0.000
C 6.7945 1.7801 4.1770 -0.07 0.00 -0.03 0.000
Cl 6.6384 2.0950 5.9099 -0.01 -0.01 -0.01 0.000
Cl 7.8504 0.3863 3.9233 -0.02 0.06 -0.05 0.000
Cl 5.2080 1.4354 3.4869 -0.04 -0.09 0.06 0.004
Cl 7.4826 3.2020 3.3839 0.12 0.02 0.18 0.000
C -1.3688 -8.8196 -0.3187 -0.02 -0.01 0.04 0.000
Cl -1.0141 -9.8554 -1.7063 0.01 -0.01 0.02 0.000
Cl -2.9611 -8.0841 -0.5235 0.03 -0.11 0.03 0.000
Cl -1.3534 -9.7920 1.1573 0.00 0.00 -0.02 0.000
Cl -0.1470 -7.5488 -0.2030 -0.25 -0.06 0.08 0.000
C 2.4660 3.5770 -4.4967 0.04 0.02 0.03 0.000
Cl 1.8226 4.1996 -6.0197 -0.01 -0.01 0.02 0.000
Cl 1.1334 3.0195 -3.4827 0.04 -0.16 0.04 0.000
Cl 3.5587 2.2272 -4.8230 0.00 0.01 0.01 0.000
Cl 3.3479 4.8592 -3.6583 -0.01 -0.02 -0.01 0.000
C 9.0167 -2.9979 1.4038 -0.04 -0.01 -0.05 0.000
Cl 9.6020 -4.6590 1.2648 0.00 0.01 0.01 0.000
Cl 9.5975 -2.0506 0.0314 0.02 -0.15 0.03 0.000
Cl 7.2506 -2.9944 1.4166 0.04 -0.09 0.08 0.000
Cl 9.6157 -2.2888 2.9078 0.06 -0.04 -0.01 0.000
C -8.4032 -2.7908 -4.3531 0.02 0.09 0.03 0.000
Cl -7.4399 -1.3957 -3.8621 -0.01 -0.04 0.01 0.000
Cl -8.8198 -3.7519 -2.9289 0.00 -0.01 -0.01 0.000
Cl -9.8833 -2.2397 -5.1414 0.02 -0.02 0.00 0.000
Cl -7.4724 -3.7862 -5.4828 -0.29 -0.10 0.02 0.000
C -0.5166 6.4039 4.2475 -0.05 -0.01 -0.02 0.000
Cl -0.2766 5.3842 2.8204 0.08 0.44 0.07 0.000
Cl -2.1714 7.0132 4.2717 0.04 -0.03 0.02 0.000
Cl -0.2134 5.4581 5.7089 0.06 0.01 0.01 0.000
Cl 0.6119 7.7625 4.1896 0.01 0.00 -0.01 0.000
```
Positions in Å, forces in eV/Å.